(1)
{"formula": "C5H11AsF6IrNO3", "method": "wB97M-V/def2-TZVPD", "charge": 1, "multiplicity": 2, "de_lowest_kj_mol": 288.5, "homo_lumo_gap_ha": [0.2425, 0.2886], "s2": 1.06, "e_tot_ha": -3416.5701, "max_force_ev_per_a": 1.782, "species": ["Ir", "N", "C", "C", "O", "O", "H", "H", "H", "H", "C", "C", "C", "O", "H", "H", "H", "H", "H", "H", "H", "F", "As", "F", "F", "F", "F", "F"], "xyz": [[0.25, 0.20, -0.81], [2.69, 0.47, -0.63], [3.30, 1.66, -0.63], [1.23, 3.17, -1.09], [1.67, 4.20, -0.83], [0.53, 2.28, -1.43], [2.75, -0.08, 0.23], [2.82, -0.10, -1.46], [3.81, 1.98, -1.53], [3.60, 2.09, 0.31], [-2.30, 1.31, 2.10], [-2.37, 0.52, 0.80], [-2.54, -0.98, 1.03], [-1.22, 0.88, 0.02], [-3.24, 1.18, 2.63], [-2.14, 2.37, 1.91], [-1.48, 0.93, 2.73], [-3.22, 0.91, 0.24], [-1.59, -1.50, 0.92], [-3.24, -1.41, 0.31], [-2.92, -1.17, 2.03], [1.39, -1.49, -1.89], [0.51, -2.86, -0.99], [0.35, -3.75, -2.40], [-0.90, -1.87, -1.39], [2.02, -3.45, -0.53], [0.65, -1.61, 0.37], [-0.42, -3.85, 0.00]]}



(2)
{"formula": "C5H11BO", "method": "wB97M-V/def2-TZVPD", "multiplicity": 1, "de_lowest_kj_mol": 9.5, "homo_lumo_gap_ha": 0.3718, "smiles": "COB1CCCC1", "e_tot_ha": -297.1947, "max_force_ev_per_a": 4.011, "species": ["C", "O", "B", "C", "C", "C", "C", "H", "H", "H", "H", "H", "H", "H", "H", "H", "H", "H"], "xyz": [[2.87, 0.20, -0.08], [1.80, -0.76, -0.26], [0.56, -0.38, -0.10], [-0.13, 1.02, 0.21], [-1.57, 0.85, -0.24], [-1.87, -0.61, 0.28], [-0.80, -1.48, -0.16], [2.40, 1.07, 0.54], [3.15, 0.59, -1.05], [3.75, -0.19, 0.46], [-0.15, 1.11, 1.33], [0.45, 1.91, -0.21], [-2.23, 1.46, 0.29], [-1.60, 0.76, -1.33], [-2.87, -0.89, -0.27], [-1.89, -0.55, 1.35], [-1.03, -1.67, -1.26], [-0.84, -2.47, 0.49]]}



(3)
{"formula": "C5H11Br2P", "method": "wB97M-V/def2-TZVPD", "multiplicity": 1, "de_lowest_kj_mol": 154.6, "homo_lumo_gap_ha": 0.3080, "e_tot_ha": -5686.4088, "max_force_ev_per_a": 3.367, "species": ["C", "C", "C", "C", "C", "P", "Br", "Br", "H", "H", "H", "H", "H", "H", "H", "H", "H", "H", "H"], "xyz": [[0.48, 2.00, 1.61], [-0.19, 0.69, 1.13], [0.46, 0.18, -0.16], [-0.29, -0.83, -1.03], [0.25, -1.14, -2.38], [-1.11, -1.61, -3.58], [2.02, -1.80, -2.61], [0.40, 1.03, -3.54], [0.76, 2.59, 0.71], [1.27, 1.64, 2.31], [-0.18, 2.51, 2.24], [-0.03, -0.05, 2.01], [-1.25, 0.88, 0.85], [1.48, -0.08, 0.15], [0.68, 0.97, -0.91], [-1.31, -0.48, -1.09], [-0.41, -1.83, -0.41], [-0.31, -2.40, -4.40], [-1.45, -2.82, -2.84]]}



(4)
{"formula": "C5H11Br3N", "method": "wB97M-V/def2-TZVPD", "charge": 1, "multiplicity": 1, "homo_lumo_gap_ha": 0.2404, "e_tot_ha": -7973.5513, "max_force_ev_per_a": 1.012, "species": ["C", "C", "C", "C", "C", "N", "Br", "Br", "Br", "H", "H", "H", "H", "H", "H", "H", "H", "H", "H", "H"], "xyz": [[-0.84, -1.47, 0.86], [-0.60, 0.77, 1.97], [-1.80, 0.60, -0.23], [-1.05, -0.04, 0.86], [1.65, 0.25, -0.63], [2.19, 0.36, -2.04], [-3.69, 0.41, 0.44], [2.63, -1.24, 0.22], [2.15, 1.99, 0.21], [-1.17, -1.92, 1.80], [-1.30, -1.98, 0.02], [0.24, -1.66, 0.86], [-0.28, 0.18, 2.82], [0.26, 1.37, 1.62], [-1.33, 1.52, 2.26], [-1.63, 1.66, -0.35], [-1.77, 0.06, -1.18], [3.19, 0.63, -2.08], [1.64, 1.07, -2.54], [2.09, -0.55, -2.51]]}